[1]
DFT (the ωB97M-V functional and the def2-TZVPD basis) results for a cluster of 3 separate species, C32H68BrO12P2 in total in a non-equilibrium geometry.

Cartesian coordinates (Å):
C -4.0830 0.6058 3.3382
C -4.5976 0.1410 1.9719
C -3.9017 -1.1298 1.4662
C -3.7233 -1.1628 -0.0551
C -2.4247 -0.5040 -0.5018
C -2.2346 -0.5510 -2.0258
C -2.6831 0.7342 -2.7553
C -1.6205 1.4313 -3.6362
C -1.0233 2.7307 -3.0437
C 0.4817 2.7420 -2.7587
P 1.1515 1.6167 -1.3998
O -0.2214 1.9310 -0.3718
C 0.1449 2.3884 0.8976
C -0.9900 3.3105 1.3895
C -1.7936 3.9090 0.2329
C -3.0316 4.6055 0.6147
O -3.0056 3.2708 -0.0377
C 1.5865 2.9742 0.8562
C 1.8388 4.4481 1.1990
C 1.5511 5.0574 2.5927
C 1.7503 4.2268 3.8427
O 0.6783 3.2836 4.0182
C 0.8965 2.3462 4.9544
C 0.1278 1.0921 4.7222
O 1.6013 2.5366 5.8995
P 2.9181 1.9444 1.7673
O 2.2103 0.4920 2.0508
Br 4.4402 1.4934 0.1913
O 1.9248 2.9437 -0.5329
H -3.6579 -0.2221 3.9041
H -4.8713 1.0502 3.9433
H -3.3070 1.3587 3.2275
H -5.6715 -0.0234 2.0502
H -4.4303 0.9299 1.2393
H -2.9124 -1.1719 1.9279
H -4.4445 -2.0098 1.8122
H -4.5837 -0.6744 -0.5209
H -3.7469 -2.2054 -0.3809
H -1.6051 -1.0159 0.0028
H -2.4390 0.5323 -0.1713
H -1.2070 -0.8106 -2.2594
H -2.8681 -1.3666 -2.3863
H -3.0461 1.4322 -2.0020
H -3.5464 0.4871 -3.3743
H -0.8256 0.7211 -3.8543
H -2.1039 1.6779 -4.5824
H -1.2040 3.5242 -3.7765
H -1.6059 2.9985 -2.1685
H 0.7959 3.7745 -2.5931
H 0.9977 2.4167 -3.6665
H 0.5696 0.4777 -2.0902
H 2.3677 1.3755 -2.1446
H 1.6005 0.6477 -0.3808
H 0.1396 1.5136 1.5522
H -1.7046 2.7455 1.9798
H -0.6334 4.1713 1.9377
H -1.2166 4.3205 -0.5881
H -3.3289 4.5743 1.6537
H -3.5836 5.1741 -0.1174
H 2.8947 4.6271 0.9957
H 1.2930 5.0050 0.4396
H 2.2366 5.8958 2.7242
H 0.5594 5.5002 2.6436
H 2.7061 3.7144 3.8721
H 1.7457 4.9027 4.6989
H 0.5713 0.2983 5.3104
H 0.1397 0.8138 3.6754
H -0.9122 1.2384 5.0081
H 2.4040 -0.1226 1.3276
C -3.6116 -3.0940 -8.3786
O -3.8777 -3.9906 -7.3256
C -3.0984 -3.7728 -6.1599
C -3.9050 -3.8923 -4.8865
O -4.8391 -2.8504 -4.6587
C -5.9713 -2.7469 -5.4992
C -7.0064 -3.8381 -5.3372
O -6.5683 -5.0876 -5.8442
C -6.8859 -6.1885 -5.0275
H -2.7066 -3.3778 -8.9281
H -4.4610 -3.1284 -9.0610
H -3.5020 -2.0673 -8.0144
H -2.6270 -2.7852 -6.1898
H -2.3069 -4.5328 -6.1283
H -3.1896 -3.8116 -4.0648
H -4.3819 -4.8715 -4.8039
H -5.6899 -2.6279 -6.5475
H -6.4534 -1.8160 -5.1892
H -7.9016 -3.5360 -5.8977
H -7.2775 -3.9226 -4.2792
H -6.6681 -5.9829 -3.9738
H -6.2679 -7.0256 -5.3504
H -7.9411 -6.4708 -5.1255
C 8.7230 -4.0367 2.6109
O 7.9757 -3.3788 3.6053
C 8.6532 -3.1896 4.8323
C 8.4174 -1.8129 5.4132
O 9.0394 -0.7487 4.7206
C 8.5383 -0.3613 3.4496
C 7.1951 0.3299 3.4634
O 6.1454 -0.5638 3.7868
C 5.1739 -0.0292 4.6624
H 8.7346 -5.1217 2.7696
H 8.2479 -3.8276 1.6532
H 9.7540 -3.6678 2.5735
H 9.7309 -3.3465 4.7079
H 8.2784 -3.9283 5.5544
H 8.8882 -1.8097 6.4005
H 7.3515 -1.6297 5.5632
H 8.5364 -1.1980 2.7479
H 9.2642 0.3675 3.0802
H 7.0037 0.7247 2.4579
H 7.2206 1.1719 4.1640
H 5.6412 0.5046 5.4983
H 4.5995 -0.8642 5.0620
H 4.4923 0.6490 4.1383

Atoms 1-3, force components in eV/Å:
-0.068 0.049 -0.015
0.218 -0.043 0.167
0.035 0.304 -0.027

Calculated values
Molar mass: 786.74 g mol⁻¹
2S+1: 1
E: -5419.53164 Eh
HOMO energy: -4.5 eV
LUMO: 2.35 eV
Charge: -1
Gap between HOMO and LUMO: 6.866 eV

Here are the Mulliken charges for atoms 1 to 99, given in e:
1 C -1.051
2 C -0.104
3 C -0.876
4 C -0.995
5 C 0.402
6 C -0.689
7 C -0.735
8 C -1.140
9 C 0.019
10 C -1.309
11 P -0.053
12 O 0.348
13 C 0.150
14 C 0.215
15 C 0.157
16 C -0.885
17 O -0.431
18 C 1.200
19 C -2.112
20 C -0.713
21 C -0.791
22 O -0.171
23 C 0.695
24 C -0.766
25 O -0.618
26 P 0.260
27 O -0.513
28 Br -0.291
29 O -0.560
30 H 0.364
31 H 0.407
32 H -0.023
33 H 0.353
34 H 0.225
35 H 0.422
36 H 0.352
37 H 0.325
38 H 0.402
39 H 0.304
40 H -0.522
41 H 0.551
42 H 0.030
43 H 0.356
44 H 0.573
45 H 0.559
46 H 0.299
47 H 0.661
48 H -0.423
49 H 0.318
50 H 0.575
51 H 0.114
52 H -0.026
53 H -0.245
54 H 0.205
55 H -0.497
56 H 0.223
57 H 0.402
58 H 0.200
59 H 0.311
60 H 0.579
61 H 0.176
62 H 0.535
63 H 0.337
64 H 0.369
65 H 0.532
66 H 0.324
67 H 0.128
68 H 0.277
69 H 0.275
70 C -0.777
71 O -0.301
72 C -0.627
73 C -0.318
74 O -0.318
75 C -0.374
76 C -0.560
77 O -0.302
78 C -0.796
79 H 0.313
80 H 0.231
81 H 0.357
82 H 0.364
83 H 0.386
84 H 0.437
85 H 0.110
86 H 0.129
87 H 0.392
88 H 0.379
89 H 0.350
90 H 0.371
91 H 0.234
92 H 0.314
93 C -0.800
94 O -0.266
95 C -0.534
96 C -0.257
97 O -0.447
98 C -0.375
99 C -0.426

=====

[2]
DFT (the ωB97M-V functional and the def2-TZVPD basis) results for a cluster of 3 separate species, C32H68FN5O7PS3 in total in a non-equilibrium geometry.

Cartesian coordinates (Å):
C 0.3054 -3.3112 -1.8916
C 0.6032 -4.7771 -1.6128
O 1.9879 -4.9910 -1.7812
C 2.5207 -6.1563 -1.1778
C 3.7091 -5.8079 -0.2632
C 3.7734 -4.3370 0.1287
C 2.5275 -3.8378 0.8876
C 2.8894 -3.5726 2.3378
N 1.8628 -2.8107 3.1587
S 2.2898 -3.0264 4.8943
C 0.3839 -3.1064 2.9385
C -0.1084 -4.5635 2.9445
C -1.0691 -4.8830 4.0804
F 0.9811 -5.4364 2.9998
O 0.0224 -2.4009 1.8261
C 0.5683 -0.9958 2.0178
C 0.7870 -0.5371 0.5618
C 0.0876 0.7445 0.0742
C -0.6857 0.5295 -1.2395
C -1.9844 -0.1982 -0.9208
S -2.8999 -0.7206 -2.4013
C -3.5159 -2.2263 -1.7881
N -3.9825 -2.4316 -0.5816
N -4.2874 -3.7897 -0.5119
C -4.0101 -4.2678 -1.6938
O -3.5094 -3.3453 -2.5422
P -0.7086 -0.0310 2.9925
C -0.5170 -0.2837 4.7935
C -2.3321 -0.7019 2.5032
C 1.9063 -1.3131 2.7439
S 2.5350 -0.1503 3.9500
H 1.2180 -2.7288 -1.7738
H -0.4862 -2.9436 -1.2420
H -0.0303 -3.1719 -2.9179
H 0.3012 -5.0476 -0.5936
H 0.0362 -5.4161 -2.2973
H 1.7426 -6.7002 -0.6362
H 2.8637 -6.8184 -1.9747
H 4.6269 -6.0531 -0.7983
H 3.6826 -6.4519 0.6177
H 3.9514 -3.7374 -0.7605
H 4.6614 -4.2092 0.7552
H 2.1400 -2.9430 0.4054
H 1.7485 -4.5930 0.8314
H 3.8396 -3.0500 2.4323
H 3.0085 -4.5261 2.8430
H 1.6632 -4.2129 4.9508
H -0.0677 -2.6187 3.8093
H -0.6141 -4.7333 1.9931
H -0.9881 -4.1875 4.9139
H -2.0962 -4.9052 3.7287
H -0.8252 -5.8754 4.4580
H 0.4636 -1.3709 -0.0596
H 1.8549 -0.4231 0.3683
H -0.6000 1.1488 0.8152
H 0.8321 1.5182 -0.1071
H -0.9070 1.5047 -1.6713
H -0.0866 -0.0521 -1.9408
H -1.7696 -1.1023 -0.3510
H -2.6396 0.4253 -0.3167
H -4.1174 -5.2728 -2.0632
H 0.3242 0.2927 5.1669
H -0.4509 -1.2962 5.1966
H -1.4149 0.1664 5.2203
H -2.8282 0.0222 1.8629
H -2.3038 -1.6566 1.9813
H -2.9329 -0.8170 3.4048
H 2.6906 -1.2965 1.9938
H 3.7460 0.0377 3.4137
C 3.5542 7.4500 2.6181
O 3.8200 6.8016 3.8446
C 3.0745 7.2792 4.9560
C 2.0008 6.3024 5.3815
N 0.9251 6.2194 4.4046
C -0.0135 5.1216 4.5964
C 0.5170 3.6930 4.6178
O 0.9774 3.2059 3.3722
C 2.2715 3.6154 2.9909
H 4.3544 7.1813 1.9305
H 2.6018 7.1390 2.1728
H 3.5433 8.5369 2.7357
H 2.6461 8.2622 4.7390
H 3.7764 7.3966 5.7853
H 1.5848 6.6369 6.3369
H 2.4938 5.3360 5.5575
H 1.3199 6.1589 3.4761
H -0.7511 5.1823 3.7927
H -0.5540 5.2931 5.5334
H -0.3226 3.0450 4.8860
H 1.2872 3.5460 5.3868
H 2.9419 3.6983 3.8522
H 2.2700 4.5635 2.4469
H 2.6637 2.8524 2.3148
C -1.6457 0.9422 -9.2566
O -1.8714 2.3058 -8.9713
C -3.2287 2.7214 -9.0302
C -3.8083 2.9731 -7.6558
N -3.9824 1.7373 -6.9064
C -4.2869 1.9010 -5.4902
C -3.3198 2.6797 -4.6061
O -2.0841 2.0315 -4.3593
C -1.1240 2.1279 -5.3941
H -0.5781 0.8215 -9.4327
H -1.9316 0.2835 -8.4278
H -2.1872 0.6267 -10.1529
H -3.8307 1.9922 -9.5811
H -3.2509 3.6615 -9.5867
H -4.7840 3.4545 -7.7740
H -3.1469 3.6897 -7.1500
H -3.1521 1.1690 -7.0024
H -4.3818 0.8994 -5.0629
H -5.2713 2.3735 -5.4057
H -3.7952 2.7782 -3.6268
H -3.1428 3.6984 -4.9711
H -1.1693 3.0958 -5.8994
H -1.2355 1.3315 -6.1349
H -0.1404 2.0189 -4.9363

Atoms 1-3, force components in eV/Å:
-0.111 -0.219 -0.419
-0.120 -0.024 -0.080
0.121 0.179 0.073

Calculated values
Molar mass: 781.10 g mol⁻¹
2S+1: 1
E: -3695.86454 Eh
HOMO energy: -10.0 eV
LUMO: -2.92 eV
Charge: +1
Gap between HOMO and LUMO: 7.104 eV

Here are the Mulliken charges for atoms 1 to 99, given in e:
1 C -0.609
2 C -0.270
3 O -0.410
4 C -0.622
5 C -0.763
6 C -1.247
7 C 2.391
8 C -1.883
9 N 0.979
10 S -0.074
11 C 0.779
12 C 0.388
13 C -1.368
14 F -0.387
15 O -1.156
16 C 1.668
17 C -0.389
18 C -1.059
19 C -1.016
20 C 0.155
21 S -0.116
22 C 0.398
23 N -0.149
24 N -0.594
25 C 0.010
26 O -0.255
27 P 0.749
28 C -1.200
29 C -1.204
30 C -0.741
31 S -0.131
32 H 0.380
33 H -0.326
34 H 0.556
35 H 0.054
36 H 0.533
37 H 0.285
38 H 0.457
39 H 0.439
40 H 0.308
41 H 0.386
42 H 0.516
43 H -0.902
44 H -0.058
45 H 0.642
46 H 0.355
47 H 0.204
48 H -0.811
49 H 0.158
50 H 0.335
51 H 0.409
52 H 0.437
53 H -1.038
54 H 0.657
55 H 0.453
56 H 0.419
57 H 0.568
58 H 0.318
59 H -0.413
60 H 0.592
61 H 0.447
62 H 0.337
63 H 0.231
64 H 0.581
65 H 0.207
66 H 0.159
67 H 0.664
68 H 0.255
69 H 0.246
70 C -0.690
71 O -0.336
72 C -0.828
73 C -0.142
74 N -0.264
75 C -1.158
76 C -0.198
77 O -0.139
78 C -0.725
79 H 0.231
80 H 0.281
81 H 0.338
82 H 0.400
83 H 0.403
84 H 0.379
85 H 0.127
86 H 0.109
87 H 0.411
88 H 0.438
89 H 0.151
90 H 0.418
91 H 0.369
92 H 0.183
93 H 0.276
94 C -0.667
95 O -0.337
96 C -0.807
97 C -0.159
98 N -0.302
99 C -0.756